No. 1
The following is a quantum chemistry calculation of C29H24ClInN3OP as an isolated structure, from OMol25.

The calculation puts the total energy at -2350.09027 Ha. The value obtained for the LUMO energy is -8.56 eV. As for the charge: +2. The HOMO-LUMO gap is 0.193 Ha. Its spin multiplicity is 1.

Atoms and positions in Å:
In1 -0.281 0.712 0.021
Cl1 -1.535 2.661 -0.314
C1 -1.501 -0.694 1.543
O1 -2.271 -0.955 2.357
P1 -1.110 -0.837 -1.930
C2 -0.591 -2.543 -2.363
C3 -2.908 -1.019 -1.609
C4 -1.106 0.038 -3.528
C5 -3.785 0.047 -1.865
C6 -5.129 -0.048 -1.512
C7 -5.606 -1.195 -0.877
C8 -4.725 -2.238 -0.577
C9 -3.380 -2.148 -0.922
H1 -3.404 0.942 -2.356
H2 -5.807 0.778 -1.728
H3 -6.653 -1.264 -0.588
H4 -5.090 -3.127 -0.063
H5 -2.690 -2.959 -0.682
C10 -0.006 -3.345 -1.361
C11 0.373 -4.659 -1.646
C12 0.184 -5.195 -2.924
C13 -0.417 -4.416 -3.915
C14 -0.795 -3.099 -3.636
H6 0.152 -2.939 -0.358
H7 0.814 -5.278 -0.865
H8 0.495 -6.218 -3.147
H9 -0.588 -4.831 -4.912
H10 -1.248 -2.498 -4.421
C15 -2.069 -0.184 -4.527
C16 -2.044 0.567 -5.706
C17 -1.062 1.544 -5.894
C18 -0.073 1.731 -4.925
C19 -0.078 0.974 -3.754
H11 -2.827 -0.959 -4.399
H12 -2.801 0.381 -6.469
H13 -1.072 2.159 -6.795
H14 0.712 2.473 -5.076
H15 0.700 1.112 -2.998
H16 3.497 -1.396 -0.729
H17 3.139 -0.896 -1.165
N1 7.296 3.571 7.835
C20 6.392 3.289 7.143
C21 5.275 2.907 6.322
C22 5.463 2.702 4.942
C23 4.360 2.417 4.130
C24 3.088 2.346 4.717
C25 2.894 2.500 6.100
C26 4.007 2.754 6.902
N2 1.960 2.189 3.888
C27 0.625 2.239 4.292
C28 -0.135 1.967 3.195
N3 0.704 1.681 2.121
C29 1.953 1.876 2.555
H18 6.466 2.746 4.507
H19 4.489 2.275 3.050
H20 1.897 2.408 6.541
H21 3.881 2.809 7.983
H22 0.326 2.436 5.306
H23 -1.212 1.933 3.118
H24 2.855 1.777 1.966

Here are the natural (NBO) charges for atoms 1 to 2, given in e: In 1.3169; Cl -0.4574

No. 2
The following is a quantum chemistry calculation of C29H24F3N3O7Pb as an isolated structure, from OMol25.

The calculation puts the total energy at -2303.03832 Ha. The value obtained for the LUMO energy is 3.74 eV. As for the charge: -2. The HOMO-LUMO gap is 0.256 Ha. Its spin multiplicity is 1.

Atoms and positions in Å:
Pb1 -1.904 -0.486 -0.492
O1 -7.525 -1.364 3.872
C1 -7.643 -0.817 2.768
O2 -8.658 -0.581 2.106
C2 -6.286 -0.384 2.097
C3 -5.100 -0.329 2.826
C4 -3.907 -0.116 2.167
N1 -3.841 0.045 0.846
C5 -4.975 0.093 0.139
C6 -6.208 -0.121 0.736
C7 -4.885 0.317 -1.378
O3 -5.892 0.701 -1.958
O4 -3.764 0.070 -1.912
H1 -5.137 -0.497 3.892
H2 -2.953 -0.112 2.679
H3 -7.098 -0.112 0.127
C8 2.599 -1.759 0.298
C9 4.121 -1.540 0.488
N2 4.500 -0.228 -0.035
C10 3.693 0.802 0.622
C11 2.192 0.578 0.316
N3 2.039 -0.647 -0.452
C12 2.731 -0.506 -1.720
C13 4.227 -0.201 -1.469
H4 2.083 -1.810 1.259
H5 2.387 -2.683 -0.245
H6 4.702 -2.293 -0.052
H7 4.409 -1.579 1.542
H8 4.039 1.772 0.253
H9 3.904 0.747 1.694
H10 1.773 1.394 -0.275
H11 1.591 0.482 1.221
H12 2.252 0.305 -2.270
H13 2.601 -1.433 -2.282
H14 4.506 0.788 -1.841
H15 4.879 -0.938 -1.945
O5 -0.541 -4.756 2.372
C14 -0.136 -3.922 3.337
C15 0.266 -4.438 4.571
C16 0.735 -3.597 5.559
C17 0.784 -2.224 5.358
C18 0.347 -1.702 4.156
C19 -0.103 -2.531 3.139
C20 -0.598 -1.942 1.848
O6 -0.856 -2.739 0.908
O7 -0.731 -0.704 1.787
H16 -0.766 -4.138 1.594
H17 0.192 -5.505 4.734
H18 1.059 -4.013 6.504
H19 1.154 -1.571 6.138
H20 0.332 -0.637 3.972
F1 3.542 5.286 -5.779
C21 2.417 4.661 -6.215
F2 2.821 3.849 -7.207
F3 1.699 5.640 -6.817
C22 1.677 3.979 -5.118
C23 1.264 4.750 -4.033
C24 0.606 4.161 -2.978
C25 0.336 2.787 -2.987
C26 0.766 2.023 -4.084
C27 1.429 2.608 -5.138
C28 -0.334 2.125 -1.940
C29 -0.899 1.458 -1.090
H21 1.473 5.810 -4.026
H22 0.290 4.754 -2.134
H23 0.562 0.961 -4.084
H24 1.761 2.008 -5.972

Here are the natural (NBO) charges for atoms 1 to 2, given in e: Pb 1.3239; O -0.7624

No. 3
The following is a quantum chemistry calculation of a 5-piece molecular cluster, C29H24F4I2NO18PS overall, from OMol25.

The calculation puts the total energy at -4262.62988 Ha. The value obtained for the LUMO energy is -1.51 eV. The HOMO-LUMO gap is 0.263 Ha. The SMILES is C[C@H](I)[C@@H](I)c1c(ON=O)ccc2c1C(=O)c1c(cccc1P(O)(O)=S)C2=O.O=C1OC[C@@H](F)O1.O=C1OC[C@@H](F)O1.O=C1OC[C@@H](F)O1.O=C1OC[C@@H](F)O1. Its spin multiplicity is 1.

Atoms and positions in Å:
C1 -2.816 -3.221 -1.033
C2 -3.329 -2.079 0.013
I1 -4.720 -3.068 1.357
C3 -3.937 -0.835 -0.807
I2 -5.740 -1.372 -1.974
C4 -4.120 0.496 0.053
C5 -5.365 0.766 0.979
O1 -6.469 -0.186 1.102
N1 -7.603 0.586 0.856
O2 -7.622 0.970 -0.272
C6 -5.526 2.060 1.846
C7 -4.441 3.159 1.851
C8 -3.214 2.927 0.925
C9 -3.041 1.641 0.032
C10 -1.724 1.614 -0.853
O3 -1.631 1.276 -2.053
C11 -0.384 2.142 -0.115
C12 -0.555 3.420 0.791
C13 0.643 4.057 1.525
C14 2.078 3.432 1.350
C15 2.236 2.155 0.465
C16 1.012 1.503 -0.279
P1 1.309 -0.014 -1.344
O4 0.177 -1.252 -1.078
O5 2.832 -0.650 -0.828
S1 1.538 0.450 -3.226
C17 -2.043 4.041 0.897
O6 -2.252 5.274 0.953
H1 -1.876 -2.911 -1.600
H2 -2.580 -4.184 -0.437
H3 -3.655 -3.534 -1.765
H4 -2.369 -1.756 0.573
H5 -3.154 -0.595 -1.624
H6 -6.467 2.197 2.494
H7 -4.531 4.092 2.492
H8 0.500 4.993 2.170
H9 2.950 3.955 1.884
H10 3.273 1.708 0.329
H11 -0.095 -1.529 -1.988
H12 3.458 -0.655 -1.588
O7 -7.156 -4.359 -1.461
C18 -7.906 -4.818 -0.652
O8 -9.229 -5.056 -0.883
C19 -9.731 -5.719 0.269
C20 -8.762 -5.298 1.328
F1 -8.608 -6.268 2.261
O9 -7.548 -5.159 0.619
H13 -9.725 -6.799 0.098
H14 -10.752 -5.404 0.490
H15 -9.012 -4.351 1.816
O10 4.244 -0.353 -3.991
C21 4.659 -1.466 -4.130
O11 4.106 -2.390 -4.964
C22 4.961 -3.524 -4.942
C23 5.660 -3.372 -3.629
F2 6.919 -3.871 -3.687
O12 5.740 -1.970 -3.466
H16 5.646 -3.479 -5.793
H17 4.386 -4.450 -5.002
H18 5.127 -3.811 -2.781
O13 4.708 4.845 3.344
C24 3.960 5.023 4.269
O14 4.199 4.588 5.538
C25 3.156 5.108 6.350
C26 2.064 5.343 5.357
F3 1.300 6.401 5.717
O15 2.767 5.678 4.176
H19 3.495 6.030 6.831
H20 2.869 4.394 7.124
H21 1.429 4.472 5.172
O16 11.111 -0.170 -0.731
C27 10.005 -0.108 -1.181
O17 8.889 0.142 -0.438
C28 7.810 0.266 -1.354
C29 8.307 -0.499 -2.538
F4 7.827 0.024 -3.691
O18 9.704 -0.287 -2.499
H22 7.641 1.323 -1.575
H23 6.893 -0.157 -0.940
H24 8.097 -1.571 -2.501

Here are the Löwdin charges for atoms 1 to 2, given in e: C -0.2046; C -0.7837

No. 4
The following is a quantum chemistry calculation of C29H24FN3O3SbSe4Tc as an isolated structure, from OMol25.

The calculation puts the total energy at -11535.69504 Ha. The value obtained for the LUMO energy (alpha / beta) is -8.28 / -8.27 eV. As for the charge: +2. The value obtained for the energy relative to the best compared isomer or geometry (same formula, charge and spin) is 0.00 kcal per mole. The HOMO-LUMO gap (alpha / beta) is 0.175 / 0.176 Ha. Its spin multiplicity is 1.

Atoms and positions in Å:
Tc1 1.150 1.185 -1.398
N1 2.607 -0.524 -0.873
C1 3.002 -1.173 -2.115
C2 3.861 -2.242 -2.125
C3 4.260 -2.835 -3.332
C4 3.804 -2.333 -4.518
C5 2.924 -1.230 -4.539
C6 2.475 -0.654 -5.745
C7 1.644 0.432 -5.701
C8 1.243 0.928 -4.462
N2 1.633 0.423 -3.295
C9 2.497 -0.651 -3.319
H1 3.441 -0.185 -0.399
H2 2.207 -1.221 -0.249
H3 4.241 -2.627 -1.186
H4 4.939 -3.676 -3.312
H5 4.111 -2.767 -5.461
H6 2.802 -1.072 -6.689
H7 1.288 0.919 -6.597
H8 0.576 1.779 -4.431
C10 -2.899 -1.825 4.567
C11 -1.950 -0.690 4.933
C12 -2.680 0.403 5.699
C13 -1.705 1.497 6.103
C14 -1.017 2.047 4.889
C15 -0.580 3.352 4.858
C16 0.084 3.854 3.740
F1 0.490 5.118 3.745
C17 0.325 3.075 2.642
C18 -0.136 1.756 2.636
C19 0.078 0.936 1.479
O1 0.772 1.364 0.483
C20 -0.446 -0.362 1.510
C21 -1.078 -0.825 2.654
N3 -1.274 -0.088 3.733
C22 -0.819 1.228 3.759
C23 -0.410 -1.296 0.363
O2 -0.383 -2.482 0.481
O3 -0.458 -0.664 -0.876
H9 -3.477 -2.085 5.451
H10 -2.384 -2.731 4.252
H11 -3.601 -1.516 3.789
H12 -1.150 -1.084 5.566
H13 -3.130 -0.042 6.585
H14 -3.483 0.811 5.080
H15 -0.957 1.083 6.786
H16 -2.215 2.297 6.637
H17 -0.745 4.001 5.708
H18 0.848 3.487 1.790
H19 -1.435 -1.842 2.654
Se1 1.537 5.074 -4.538
Sb1 1.179 4.848 -2.182
Se2 2.831 2.771 -1.565
Se3 -0.494 2.669 -2.088
Se4 0.827 6.132 -0.199
C24 -2.965 -2.602 -3.595
C25 -1.703 -3.124 -3.349
C26 -0.841 -2.488 -2.466
C27 -1.281 -1.338 -1.840
C28 -2.533 -0.799 -2.068
C29 -3.377 -1.437 -2.964
H20 -3.629 -3.108 -4.283
H21 -1.388 -4.037 -3.835
H22 0.142 -2.889 -2.268
H23 -2.838 0.104 -1.553
H24 -4.360 -1.030 -3.159

Here are the natural (NBO) charges for atoms 1 to 2, given in e: Tc 0.5009; N -0.8205

No. 5
The following is a quantum chemistry calculation of C29H24FN3OPRuSe2 as an isolated structure, from OMol25.

The calculation puts the total energy at -6697.48395 Ha. The value obtained for the LUMO energy (alpha / beta) is -6.26 / -7.56 eV. As for the charge: +2. The value obtained for the energy relative to the best compared isomer or geometry (same formula, charge and spin) is 11.37 kcal per mole. The HOMO-LUMO gap (alpha / beta) is 0.298 / 0.251 Ha. Its spin multiplicity is 2.

Atoms and positions in Å:
Ru1 0.385 1.570 0.785
O1 -1.144 2.917 2.753
N1 -1.186 1.695 2.086
C1 -2.149 0.956 2.459
C2 -2.482 -0.376 1.946
C3 -3.519 -1.024 2.614
C4 -3.996 -2.250 2.176
C5 -3.455 -2.830 1.039
C6 -2.430 -2.187 0.355
C7 -1.918 -0.975 0.806
P1 -0.674 -0.169 -0.239
C8 0.587 -1.402 -0.625
C9 1.454 -1.167 -1.698
C10 2.468 -2.065 -1.983
C11 2.632 -3.203 -1.202
C12 1.768 -3.451 -0.147
C13 0.745 -2.559 0.140
C14 -1.583 0.265 -1.728
C15 -2.544 1.275 -1.610
C16 -3.337 1.595 -2.697
C17 -3.180 0.909 -3.897
C18 -2.236 -0.102 -4.009
C19 -1.436 -0.433 -2.923
H1 -1.074 3.562 2.023
H2 -2.804 1.377 3.217
H3 -3.964 -0.556 3.485
H4 -4.802 -2.736 2.709
H5 -3.835 -3.775 0.673
H6 -2.032 -2.637 -0.546
H7 1.315 -0.306 -2.336
H8 3.124 -1.884 -2.824
H9 3.425 -3.904 -1.427
H10 1.881 -4.348 0.448
H11 0.066 -2.781 0.951
H12 -2.645 1.832 -0.686
H13 -4.075 2.382 -2.612
H14 -3.801 1.161 -4.747
H15 -2.126 -0.642 -4.941
H16 -0.710 -1.231 -3.014
Se1 2.697 2.945 2.067
Se2 4.151 1.827 0.576
C20 3.069 1.891 -1.000
C21 3.759 1.995 -2.197
C22 3.048 2.156 -3.372
C23 1.672 2.280 -3.303
C24 1.053 2.162 -2.078
N2 1.726 1.898 -0.936
C25 2.234 1.282 2.954
C26 2.786 0.926 4.165
C27 2.437 -0.301 4.719
C28 1.539 -1.114 4.044
C29 1.011 -0.672 2.845
N3 1.363 0.498 2.299
H17 4.840 1.997 -2.193
H18 3.567 2.238 -4.318
H19 1.074 2.479 -4.181
H20 -0.012 2.281 -1.991
H21 3.479 1.596 4.655
H22 2.861 -0.612 5.665
H23 1.234 -2.072 4.441
H24 0.273 -1.256 2.312
F1 -0.572 3.070 0.051

Here are the natural (NBO) charges for atoms 1 to 2, given in e: Ru 0.8051; O -0.5325

No. 6
The following is a quantum chemistry calculation of C29H24IrN2O7STe as an isolated structure, from OMol25.

The calculation puts the total energy at -2525.43144 Ha. The value obtained for the LUMO energy (alpha / beta) is -5.81 / -9.35 eV. As for the charge: +2. The HOMO-LUMO gap (alpha / beta) is 0.229 / 0.138 Ha. Its spin multiplicity is 6.

Atoms and positions in Å:
Ir1 0.271 0.221 0.293
C1 -5.934 -0.908 -1.536
C2 -4.628 -0.438 -0.960
C3 -4.658 0.446 0.105
C4 -3.618 1.116 0.779
C5 -3.983 1.967 1.874
O1 -5.112 2.144 2.325
C6 -3.110 2.837 2.705
C7 -2.842 2.414 4.041
C8 -2.025 3.175 4.827
C9 -1.555 4.407 4.337
C10 -1.890 4.868 3.040
C11 -2.690 4.114 2.239
C12 -2.224 0.990 0.500
O2 -1.348 1.730 1.002
C13 -2.163 -0.732 -1.239
C14 -3.464 -0.942 -1.590
C15 0.054 -1.231 -2.246
N1 0.843 -0.603 -1.435
C16 2.330 -0.802 -1.541
C17 3.105 0.489 -1.733
Te1 5.182 0.267 -1.199
C18 4.891 -0.583 0.713
C19 5.036 -1.970 0.899
C20 4.916 -2.526 2.203
C21 4.523 -1.769 3.249
C22 4.139 -0.351 3.057
C23 4.574 0.233 1.762
C24 0.462 -1.892 -3.496
C25 1.205 -1.188 -4.444
C26 1.535 -1.798 -5.642
C27 1.137 -3.107 -5.886
C28 0.388 -3.801 -4.946
C29 0.032 -3.191 -3.755
H1 -6.783 -0.571 -0.947
H2 -5.961 -1.998 -1.600
H3 -6.049 -0.525 -2.554
H4 -5.646 0.701 0.473
H5 -3.257 1.481 4.399
H6 -1.762 2.847 5.822
H7 -0.948 5.034 4.977
H8 -1.509 5.818 2.692
H9 -2.959 4.447 1.246
H10 -3.600 -1.586 -2.449
H11 2.540 -1.502 -2.342
H12 2.612 -1.281 -0.603
H13 2.696 1.316 -1.155
H14 3.153 0.782 -2.782
H15 5.298 -2.609 0.066
H16 5.155 -3.570 2.353
H17 4.426 -2.188 4.242
H18 4.378 0.283 3.905
H19 4.552 1.312 1.660
H20 1.490 -0.159 -4.261
H21 2.094 -1.250 -6.389
H22 1.399 -3.581 -6.823
H23 0.073 -4.817 -5.144
H24 -0.563 -3.726 -3.025
O3 1.964 1.945 3.160
S1 1.738 0.709 2.507
O4 2.576 -0.429 3.097
O5 2.080 0.739 1.008
O6 0.335 0.200 2.463
O7 -1.263 -1.396 -2.047
N2 -1.640 -0.013 -0.249

Here are the natural (NBO) charges for atoms 1 to 2, given in e: Ir 0.9508; C -0.6372

No. 7
The following is a quantum chemistry calculation of C29H24MnN4O3Se as an isolated structure, from OMol25.

The calculation puts the total energy at -5116.76288 Ha. The value obtained for the LUMO energy (alpha / beta) is 4.43 / 4.43 eV. As for the charge: -2. The value obtained for the energy relative to the best compared isomer or geometry (same formula, charge and spin) is 0.00 kcal per mole. The HOMO-LUMO gap (alpha / beta) is 0.189 / 0.189 Ha. Its spin multiplicity is 2.

Atoms and positions in Å:
Mn1 -0.517 0.081 -0.664
C1 2.579 -1.815 1.558
C2 1.430 -0.988 1.077
N1 0.810 -1.192 -0.033
N2 1.169 -2.219 -0.860
C3 0.405 -2.150 -1.942
O1 -0.521 -1.313 -2.138
C4 0.684 -3.143 -3.024
C5 0.068 -2.972 -4.259
C6 0.315 -3.865 -5.291
C7 1.175 -4.938 -5.096
C8 1.795 -5.109 -3.863
C9 1.555 -4.212 -2.833
C10 0.902 0.136 1.847
C11 1.401 0.445 3.102
C12 0.811 1.472 3.828
C13 -0.255 2.143 3.280
C14 -0.705 1.805 1.999
N3 -0.132 0.828 1.285
H1 2.780 -2.593 0.827
H2 2.358 -2.278 2.525
H3 3.476 -1.202 1.680
H4 -0.578 -2.115 -4.398
H5 -0.152 -3.709 -6.256
H6 1.370 -5.635 -5.903
H7 2.474 -5.939 -3.709
H8 2.039 -4.318 -1.872
H9 2.230 -0.120 3.504
H10 1.182 1.731 4.813
H11 -0.764 2.945 3.798
H12 -2.063 2.211 0.444
Se1 1.532 1.042 -2.087
C15 0.979 0.654 -3.868
C16 -0.334 0.858 -4.310
C17 -0.701 0.565 -5.614
C18 0.227 0.067 -6.525
C19 1.533 -0.133 -6.101
C20 1.900 0.154 -4.793
H13 -1.066 1.233 -3.607
H14 -1.729 0.725 -5.922
H15 -0.066 -0.163 -7.544
H16 2.273 -0.529 -6.789
H17 2.918 -0.023 -4.466
C21 -4.306 0.643 -1.506
C22 -2.862 0.445 -1.124
O2 -2.532 -0.488 -0.347
O3 -1.979 1.246 -1.547
H18 -4.805 -0.320 -1.602
H19 -4.380 1.213 -2.430
H20 -4.793 1.207 -0.707
N4 -3.872 6.397 4.913
C23 -3.464 5.604 4.161
C24 -2.973 4.645 3.268
C25 -2.011 4.973 2.254
C26 -1.532 4.072 1.373
C27 -1.879 2.594 1.445
C28 -3.096 2.388 2.331
C29 -3.539 3.331 3.189
H21 -1.683 6.006 2.175
H22 -0.838 4.376 0.598
H23 -3.579 1.417 2.284
H24 -4.384 3.098 3.831

Here are the natural (NBO) charges for atoms 1 to 2, given in e: Mn 1.0033; C -0.6673